Record 1
Below is a cluster of 15 separate species, C17H66N20O15 in total, with properties calculated with ωB97M-V with the def2-TZVPD basis set.

Each line ends with the Löwdin charge.
Geometry (Å):
C (-8.88, 1.58, 11.67)  -0.7281
O (-7.73, 1.61, 11.20)  0.0184
N (-9.46, 2.62, 12.15)  0.1560
N (-9.77, 0.62, 11.57)  0.1881
H (-10.47, 2.58, 12.22)  0.1158
H (-9.00, 3.52, 12.07)  0.1254
H (-9.47, -0.25, 11.15)  0.1009
H (-10.28, 0.67, 12.44)  0.1184
C (-13.37, -0.87, 8.73)  -0.7669
O (-14.42, -1.02, 9.43)  -0.0552
N (-12.26, -1.37, 9.20)  0.1663
N (-13.19, -0.23, 7.66)  0.1979
H (-12.33, -2.12, 9.87)  0.0416
H (-11.42, -1.26, 8.64)  0.0680
H (-14.08, -0.15, 7.19)  0.1316
H (-12.28, -0.13, 7.22)  0.0811
C (-7.38, -2.54, 12.81)  -0.8168
O (-7.17, -1.38, 12.62)  0.0666
N (-7.04, -3.23, 13.86)  0.1843
N (-8.02, -3.19, 11.92)  0.1798
H (-7.32, -4.20, 13.92)  0.0906
H (-6.85, -2.70, 14.70)  0.1211
H (-8.40, -4.12, 12.01)  0.0629
H (-8.42, -2.54, 11.25)  0.0811
C (-12.94, -4.05, 11.54)  -0.7429
O (-12.10, -3.61, 10.77)  0.0025
N (-14.18, -3.81, 11.49)  0.2056
N (-12.71, -5.08, 12.34)  0.1744
H (-14.66, -4.07, 12.33)  0.1255
H (-14.50, -3.14, 10.80)  0.1140
H (-11.77, -5.33, 12.62)  0.0435
H (-13.35, -5.36, 13.07)  0.1136
C (-6.61, -7.24, 7.62)  -0.8294
O (-6.03, -7.89, 8.47)  0.0373
N (-7.08, -7.87, 6.61)  0.1422
N (-6.65, -5.97, 7.53)  0.1947
H (-7.32, -7.35, 5.78)  0.1063
H (-7.01, -8.88, 6.55)  0.1320
H (-6.46, -5.57, 8.44)  0.0279
H (-7.30, -5.48, 6.94)  0.0720
C (-12.93, -4.27, 6.39)  -0.8087
O (-13.21, -3.32, 5.70)  0.0439
N (-12.78, -5.43, 5.86)  0.1966
N (-12.77, -4.34, 7.67)  0.2111
H (-12.63, -6.26, 6.42)  0.0688
H (-12.75, -5.57, 4.87)  0.1238
H (-12.62, -3.44, 8.11)  0.0869
H (-12.63, -5.20, 8.17)  0.0821
C (-9.34, -6.09, 12.61)  -0.7980
O (-10.21, -5.84, 13.40)  0.0460
N (-8.21, -6.68, 12.97)  0.1906
N (-9.47, -5.70, 11.40)  0.1851
H (-8.05, -7.02, 13.91)  0.1227
H (-7.39, -6.48, 12.41)  0.1084
H (-10.30, -5.22, 11.10)  0.0916
H (-8.79, -5.91, 10.69)  0.1120
C (-8.95, -3.07, 8.42)  -0.7264
O (-8.85, -2.32, 9.38)  0.0048
N (-9.66, -4.16, 8.42)  0.2156
N (-8.30, -2.84, 7.30)  0.2126
H (-10.29, -4.14, 9.21)  0.0792
H (-9.73, -4.74, 7.59)  0.0615
H (-8.46, -3.41, 6.48)  0.0662
H (-7.59, -2.12, 7.27)  0.1224
C (-10.02, 0.39, 6.20)  -0.7964
O (-10.31, -0.19, 7.26)  -0.0010
N (-9.84, -0.31, 5.21)  0.1966
N (-9.96, 1.67, 5.97)  0.1998
H (-9.26, 0.16, 4.53)  0.1270
H (-9.98, -1.31, 5.25)  0.0711
H (-10.30, 2.39, 6.58)  0.1315
H (-9.77, 1.98, 5.03)  0.1172
C (-10.58, -9.73, 6.99)  -0.0460
C (-11.15, -8.29, 7.07)  -0.3608
C (-12.26, -8.04, 8.12)  -0.2396
O (-13.45, -8.50, 7.56)  -0.1956
C (-14.62, -8.15, 8.36)  -0.0467
N (-9.97, -7.47, 7.44)  0.0277
H (-9.96, -9.87, 6.10)  0.0735
H (-11.46, -10.35, 6.85)  0.0811
H (-9.89, -9.96, 7.81)  0.0862
H (-11.50, -8.00, 6.07)  0.1279
H (-12.33, -7.01, 8.44)  0.0890
H (-12.13, -8.53, 9.08)  0.1341
H (-14.69, -7.06, 8.32)  0.0845
H (-14.52, -8.44, 9.41)  0.0873
H (-15.43, -8.70, 7.89)  0.0959
H (-9.11, -7.76, 7.00)  0.0265
H (-9.81, -7.66, 8.41)  0.0910
C (-11.64, -2.65, 2.82)  -0.0674
C (-10.59, -3.55, 3.42)  -0.4244
C (-9.40, -3.45, 2.44)  -0.1980
O (-9.77, -4.07, 1.22)  -0.1619
C (-8.66, -4.36, 0.39)  -0.1106
N (-10.28, -3.19, 4.78)  0.0511
H (-12.57, -2.55, 3.38)  0.0674
H (-11.95, -2.98, 1.83)  0.0832
H (-11.27, -1.62, 2.76)  0.0767
H (-11.12, -4.51, 3.44)  0.1267
H (-8.66, -4.07, 2.94)  0.1004
H (-8.97, -2.45, 2.45)  0.1331
H (-8.84, -4.96, -0.50)  0.0851
H (-7.91, -4.86, 0.99)  0.0805
H (-8.18, -3.53, -0.13)  0.0842
H (-9.85, -4.01, 5.19)  0.0158
H (-10.95, -2.71, 5.36)  0.0711
O (-6.49, 0.63, 6.31)  -0.0602
H (-7.31, 0.48, 5.84)  -0.0144
H (-6.73, 0.56, 7.23)  -0.0213
O (-7.35, 0.18, 8.99)  -0.0580
H (-7.43, 0.66, 9.82)  -0.0210
H (-7.98, -0.54, 9.07)  -0.0141
O (-6.36, -5.02, 9.92)  -0.0297
H (-5.62, -4.77, 9.38)  0.0692
H (-6.70, -4.20, 10.27)  0.0359
O (-8.94, -5.42, 5.90)  -0.0887
H (-8.84, -5.55, 4.96)  0.0749
H (-9.45, -6.18, 6.19)  0.0056

LUMO in hartree: -0.0121
HOMO-LUMO gap in eV: 8.4

---

Record 2
Below is a structure of composition C17H68FeO25S2, with properties calculated with ωB97M-V with the def2-TZVPD basis set.

Each line ends with the Löwdin spin population.
Geometry (Å):
Fe (0.09, -0.51, -0.25)  3.6679
S (-4.03, -2.87, 2.17)  -0.0152
O (-4.31, -4.08, 2.96)  0.5294
O (-5.13, -2.26, 2.93)  0.4595
O (-2.67, -2.37, 2.42)  0.0080
O (-4.32, -3.06, 0.78)  0.0180
S (-0.05, 2.05, -1.02)  0.0242
O (0.25, 0.80, -1.68)  0.0554
O (-0.26, 1.26, 0.19)  0.0636
O (1.10, 2.90, -0.84)  0.0105
O (-1.28, 2.69, -1.55)  0.0110
C (-0.02, -3.83, 4.21)  0.0001
O (-0.97, -4.43, 3.38)  0.0009
H (0.64, -3.20, 3.60)  0.0001
H (-0.45, -3.18, 4.97)  0.0000
H (0.58, -4.58, 4.72)  0.0000
H (-1.65, -3.78, 3.16)  0.0005
C (-0.85, 4.25, 3.28)  0.0001
O (0.42, 4.77, 3.27)  0.0000
H (-0.98, 3.36, 2.67)  0.0002
H (-1.04, 3.91, 4.30)  0.0000
H (-1.62, 4.98, 3.00)  0.0000
H (0.60, 4.79, 2.32)  0.0000
C (-0.05, -3.83, 0.14)  0.0029
O (0.43, -2.56, 0.56)  0.0265
H (-0.09, -3.90, -0.95)  0.0001
H (0.68, -4.60, 0.42)  0.0008
H (-1.08, -4.12, 0.36)  0.0001
H (1.04, -2.85, 1.24)  0.0010
C (-3.57, 2.29, -3.86)  0.0000
O (-2.34, 1.59, -3.60)  0.0002
H (-3.87, 1.90, -4.83)  0.0000
H (-4.35, 2.01, -3.16)  0.0000
H (-3.62, 3.38, -3.87)  0.0000
H (-1.96, 2.01, -2.82)  0.0002
C (-4.10, 4.24, -0.47)  0.0000
O (-2.91, 3.76, 0.12)  0.0003
H (-3.93, 4.64, -1.47)  0.0000
H (-4.79, 3.40, -0.49)  0.0000
H (-4.48, 5.00, 0.21)  0.0000
H (-2.27, 3.36, -0.47)  0.0002
C (3.92, -2.62, 1.98)  0.0001
O (2.75, -3.39, 2.12)  0.0002
H (4.28, -2.24, 2.94)  0.0000
H (4.63, -3.21, 1.41)  0.0000
H (3.71, -1.73, 1.38)  0.0001
H (3.02, -4.20, 2.54)  0.0000
C (-3.02, -0.11, 0.27)  0.0038
O (-1.80, -0.79, 0.65)  0.0252
H (-3.82, -0.82, 0.07)  0.0002
H (-3.42, 0.60, 1.00)  0.0004
H (-2.94, 0.46, -0.66)  0.0001
H (-2.17, -1.40, 1.30)  0.0012
C (-0.24, -1.75, -3.07)  0.0040
O (-0.68, -1.70, -1.71)  0.0344
H (0.85, -1.76, -3.15)  0.0001
H (-0.61, -2.65, -3.56)  0.0012
H (-0.64, -0.89, -3.61)  0.0002
H (-1.58, -2.02, -1.76)  0.0007
C (3.82, 2.78, -2.86)  0.0000
O (3.02, 3.84, -2.37)  0.0002
H (4.37, 2.33, -2.04)  0.0000
H (3.17, 2.00, -3.25)  0.0000
H (4.49, 3.10, -3.66)  0.0000
H (2.35, 3.49, -1.79)  0.0001
C (0.28, 5.86, 0.03)  0.0000
O (0.96, 4.83, 0.77)  0.0002
H (0.63, 6.83, 0.38)  0.0000
H (0.45, 5.79, -1.05)  0.0000
H (-0.80, 5.75, 0.18)  0.0000
H (0.94, 4.06, 0.18)  0.0002
C (3.10, -0.20, -1.19)  0.0025
O (2.07, -1.08, -1.00)  0.0233
H (3.50, -0.11, -2.20)  0.0003
H (2.82, 0.81, -0.88)  0.0001
H (3.95, -0.56, -0.61)  0.0004
H (2.45, -1.92, -1.28)  0.0012
C (3.42, -4.85, -1.07)  0.0001
O (3.36, -3.44, -1.41)  0.0004
H (4.18, -4.96, -0.29)  0.0000
H (2.42, -5.11, -0.73)  0.0001
H (3.67, -5.44, -1.95)  0.0000
H (4.16, -3.26, -1.92)  0.0000
C (-3.01, 0.07, 4.31)  0.0004
O (-1.83, -0.76, 4.34)  0.0003
H (-3.86, -0.59, 4.19)  0.0006
H (-3.09, 0.83, 5.09)  0.0000
H (-2.97, 0.67, 3.40)  -0.0001
H (-2.03, -1.46, 3.71)  -0.0001
C (-3.55, -3.66, -2.46)  0.0000
O (-2.90, -2.98, -1.41)  0.0001
H (-4.53, -3.24, -2.70)  0.0000
H (-2.93, -3.49, -3.35)  0.0000
H (-3.63, -4.73, -2.28)  0.0000
H (-3.45, -2.99, -0.62)  -0.0003
C (3.70, 2.43, 1.73)  0.0001
O (3.85, 1.07, 1.70)  0.0006
H (4.63, 2.95, 1.50)  0.0000
H (3.05, 2.87, 0.97)  0.0000
H (3.35, 2.62, 2.74)  0.0000
H (4.76, 0.87, 1.89)  0.0000
C (1.44, 0.80, -5.11)  0.0003
O (2.63, 1.34, -5.59)  0.0001
H (1.04, 1.59, -4.47)  0.0003
H (0.74, 0.58, -5.91)  0.0000
H (1.54, -0.15, -4.58)  0.0000
H (2.39, 2.15, -6.05)  0.0000
C (0.86, -0.05, 2.69)  0.0008
O (1.44, -0.28, 1.42)  0.0268
H (-0.19, 0.26, 2.64)  0.0000
H (0.94, -1.01, 3.20)  0.0002
H (1.42, 0.64, 3.31)  0.0003
H (2.36, -0.02, 1.52)  0.0017

LUMO (spin up / spin down) in hartree: 0.0592 / 0.0220
Multiplicity: 6
HOMO-LUMO gap (spin up / spin down) in eV: 6.9 / 5.1
Charge: -1
Expectation value of S²: 8.765

---

Record 3
Below is a structure of composition C17H6AlCl5F6NO6, with properties calculated with ωB97M-V with the def2-TZVPD basis set.

Each line ends with the Löwdin charge.
Geometry (Å):
Al (0.10, -0.04, 0.33)  -0.0435
O (2.28, -0.33, -3.00)  0.0775
C (1.81, -0.21, -1.88)  -0.5322
O (0.57, -0.25, -1.52)  0.0334
C (2.73, 0.02, -0.69)  -0.1109
C (4.10, 0.18, -0.67)  0.0283
C (4.70, 0.42, 0.57)  -0.0287
C (3.94, 0.50, 1.74)  0.0272
C (2.57, 0.33, 1.62)  -0.1008
N (2.04, 0.09, 0.44)  0.1609
C (1.50, 0.41, 2.71)  -0.5233
O (1.83, 0.63, 3.85)  0.0715
O (0.32, 0.25, 2.21)  0.0626
H (4.66, 0.13, -1.59)  0.1208
H (5.77, 0.55, 0.63)  0.1065
H (4.37, 0.70, 2.70)  0.1203
Cl (-4.81, 5.41, -0.69)  0.6407
C (-3.50, 4.30, -0.47)  -0.7167
C (-3.75, 2.94, -0.26)  -0.6946
Cl (-5.37, 2.35, -0.22)  0.6708
C (-2.70, 2.06, -0.08)  -0.5636
Cl (-2.94, 0.38, 0.18)  0.8456
C (-1.36, 2.49, -0.10)  -0.3947
O (-0.37, 1.67, 0.05)  -0.0129
C (-1.13, 3.86, -0.31)  -0.5940
Cl (0.51, 4.39, -0.34)  0.7171
C (-2.18, 4.75, -0.49)  -0.6995
Cl (-1.85, 6.42, -0.74)  0.6611
C (-1.44, -2.59, -1.55)  0.0260
C (-0.91, -2.75, -0.12)  -0.3991
O (-0.68, -1.60, 0.58)  -0.0448
C (-1.98, -3.53, 0.69)  -0.5535
F (-3.14, -2.84, 0.67)  0.1352
F (-1.64, -3.70, 1.97)  0.1691
F (-2.25, -4.75, 0.19)  0.1386
C (0.40, -3.57, -0.17)  -0.5408
F (0.88, -3.86, 1.05)  0.1681
F (0.28, -4.73, -0.84)  0.1488
F (1.36, -2.86, -0.79)  0.1595
H (-2.26, -1.87, -1.53)  0.0778
H (-1.80, -3.54, -1.93)  0.0958
H (-0.67, -2.19, -2.20)  0.0902

ΔE to the lowest compared entry with this formula, charge and spin in kcal/mol: 1.69
LUMO in hartree: 0.0851
HOMO-LUMO gap in eV: 8.3
Charge: -1

---

Record 4
Below is a structure of composition C17H8ClCo2NO8S, with properties calculated with ωB97M-V with the def2-TZVPD basis set.

Each line ends with the Löwdin charge.
Geometry (Å):
N (-8.36, 2.03, 1.12)  0.1015
C (-7.23, 1.85, 0.89)  -0.2201
C (-5.83, 1.65, 0.74)  -0.2799
C (-5.28, 0.37, 0.77)  -0.0412
C (-3.91, 0.17, 0.49)  -0.0565
C (-3.10, 1.27, 0.19)  -0.2795
S (-1.55, 0.94, -0.65)  0.6296
C (0.00, 1.21, 0.28)  -0.6461
Cl (0.25, 0.23, 1.80)  0.6499
O (-1.50, -0.47, -0.89)  -0.3240
O (-1.50, 1.89, -1.75)  -0.3334
C (-3.62, 2.58, 0.21)  -0.0595
C (-4.99, 2.75, 0.51)  -0.0484
H (-5.93, -0.47, 0.99)  0.1083
H (-3.44, -0.82, 0.50)  0.1147
H (-0.08, 2.18, 0.70)  0.0401
H (-2.96, 3.42, 0.00)  0.1090
H (-5.41, 3.76, 0.51)  0.1085
O (2.31, -3.89, -3.05)  0.0756
C (2.73, -3.33, -2.13)  -0.2281
Co (3.49, -2.56, -0.78)  -0.0286
C (2.65, -3.45, 0.51)  -0.1801
O (2.17, -4.14, 1.29)  0.0837
C (4.94, -3.47, -1.12)  -0.2350
O (5.87, -4.12, -1.35)  0.0584
C (2.88, -0.81, -1.37)  -0.2491
C (2.12, 0.13, -0.70)  -0.3310
C (1.05, 1.05, -0.90)  -0.2723
Co (3.53, -0.35, 0.25)  0.0190
C (2.92, -0.91, 1.77)  -0.2831
O (2.64, -1.35, 2.81)  0.0482
C (4.22, 1.17, 0.80)  -0.1618
O (4.72, 2.17, 1.08)  0.0576
C (4.95, -1.38, 0.59)  -0.2710
O (5.99, -1.61, 1.07)  0.0477
H (3.20, -0.78, -2.43)  0.0624
H (1.35, 2.09, -0.81)  0.0947
H (0.70, 0.99, -1.95)  0.1198

ΔE to the lowest compared entry with this formula, charge and spin in kcal/mol: 38.45
LUMO in hartree: 0.1338
HOMO-LUMO gap in eV: 2.3
Charge: -2

---

Record 5
Below is a structure of composition C17H9Br2NO2Pt, with properties calculated with ωB97M-V with the def2-TZVPD basis set.

Each line ends with the Löwdin charge.
Geometry (Å):
Pt (-0.01, 0.47, -0.83)  0.9414
Br (3.35, -3.16, 1.44)  0.6647
C (3.64, -1.83, 0.10)  -0.6215
C (4.92, -1.68, -0.42)  -0.2230
C (5.20, -0.74, -1.38)  -0.6577
Br (6.99, -0.60, -2.04)  0.6489
C (4.19, 0.11, -1.88)  -0.2131
C (4.34, 1.09, -2.88)  -0.0686
C (3.25, 1.83, -3.28)  -0.0668
C (2.00, 1.61, -2.70)  -0.1401
N (1.85, 0.70, -1.75)  -0.0650
C (2.90, -0.05, -1.33)  -0.1347
C (2.54, -1.04, -0.30)  -0.4544
O (1.37, -1.09, 0.15)  -0.1884
H (5.71, -2.32, -0.05)  0.0779
H (5.31, 1.25, -3.33)  0.0624
H (3.35, 2.58, -4.06)  0.0899
H (1.07, 2.17, -2.88)  0.0658
O (-0.66, 1.91, -1.87)  -0.8952
C (-1.61, 0.28, 0.23)  -0.2801
C (-2.63, 0.16, 0.90)  -0.1700
C (-3.81, 0.01, 1.67)  -0.2820
C (-4.94, 0.82, 1.43)  -0.0566
C (-6.10, 0.68, 2.18)  -0.1335
C (-6.18, -0.27, 3.20)  -0.1552
C (-5.07, -1.08, 3.45)  -0.1349
C (-3.91, -0.94, 2.70)  -0.0604
H (-4.88, 1.56, 0.65)  0.1072
H (-6.95, 1.32, 1.98)  0.0828
H (-7.08, -0.37, 3.78)  0.0734
H (-5.12, -1.82, 4.23)  0.0827
H (-3.06, -1.57, 2.90)  0.1043

LUMO (spin up / spin down) in hartree: 0.1488 / 0.1488
HOMO-LUMO gap (spin up / spin down) in eV: 3.5 / 3.5
Charge: -2

---

Record 6
Below is a structure of composition C17H9BrNO9ReS, with properties calculated with ωB97M-V with the def2-TZVPD basis set.

Each line ends with the Löwdin spin population.
Geometry (Å):
Re (1.31, 1.00, 0.13)  2.3963
O (-4.10, 3.43, 1.52)  0.0119
C (-2.93, 2.85, 1.17)  0.0218
C (-2.64, 2.51, -0.15)  -0.0046
C (-1.42, 1.92, -0.41)  0.0259
N (-0.57, 1.68, 0.58)  0.0066
C (-0.81, 2.04, 1.84)  0.0208
C (-2.00, 2.63, 2.19)  -0.0056
C (0.36, 1.75, 2.78)  0.0109
O (0.26, 1.98, 3.96)  0.0228
O (1.40, 1.24, 2.17)  0.0720
C (-0.86, 1.54, -1.77)  0.0119
O (-1.55, 1.65, -2.76)  0.0215
O (0.37, 1.13, -1.71)  0.0768
H (-4.65, 3.55, 0.73)  0.0001
H (-3.32, 2.70, -0.97)  -0.0003
H (-2.19, 2.92, 3.21)  -0.0005
Br (2.75, -0.70, -2.36)  0.0222
C (1.51, -2.07, -1.98)  -0.0063
C (1.42, -3.06, -2.93)  0.0123
C (0.62, -4.19, -2.72)  -0.0064
C (-0.05, -4.32, -1.53)  0.0087
C (0.03, -3.31, -0.54)  -0.0017
C (-0.65, -3.53, 0.68)  0.0445
C (-0.59, -2.59, 1.67)  -0.0013
C (0.10, -1.39, 1.44)  0.0563
C (0.76, -1.08, 0.26)  -0.0127
C (0.78, -2.12, -0.75)  0.0106
H (1.99, -2.96, -3.84)  0.0012
H (0.55, -4.96, -3.48)  -0.0007
H (-0.64, -5.20, -1.32)  0.0004
H (-1.19, -4.45, 0.82)  0.0026
H (-1.08, -2.75, 2.62)  -0.0013
H (0.10, -0.67, 2.25)  0.0034
O (4.21, 3.20, 0.92)  0.0036
S (3.47, 2.65, -0.18)  0.0130
O (3.95, 2.92, -1.50)  0.0049
O (1.96, 2.97, -0.06)  0.0496
O (3.32, 1.09, 0.00)  0.1092

ΔE to the lowest compared entry with this formula, charge and spin in kcal/mol: 0.00
LUMO (spin up / spin down) in hartree: 0.0740 / 0.0524
Multiplicity: 4
HOMO-LUMO gap (spin up / spin down) in eV: 7.4 / 7.2
Charge: -1
Expectation value of S²: 3.777